C35H28IN6O6Tb as an isolated structure. Source: the Open Molecules 2025 dataset; level of theory: ωB97M-V/def2-TZVPD.

Element x y z (Å)
Tb 0.5178 -0.2035 0.3857
O 2.2522 1.3109 -0.4085
C 3.5704 1.3032 -0.2678
C 4.3870 1.6457 -1.3513
C 5.7630 1.6880 -1.2138
C 6.3646 1.3940 0.0056
C 5.5673 1.0513 1.0813
C 4.1766 1.0002 0.9686
C 3.4292 0.5878 2.1519
N 2.1726 0.4015 2.2560
C 1.7092 -0.1731 3.5183
C 1.4224 -1.6543 3.3057
N 0.4080 -1.8461 2.2744
C -0.3124 -2.8995 2.3743
C -1.2701 -3.4218 1.4257
C -1.8678 -4.6519 1.7505
C -2.7121 -5.2999 0.8817
C -2.9591 -4.7129 -0.3663
C -2.3942 -3.5095 -0.7152
C -1.5459 -2.8102 0.1741
O -1.0645 -1.6563 -0.1600
H 3.9090 1.8444 -2.3020
H 6.3760 1.9469 -2.0678
H 7.4403 1.4228 0.1087
H 6.0218 0.8083 2.0353
H 4.0606 0.4037 3.0304
H 0.7915 0.3338 3.8252
H 2.4530 -0.0613 4.3149
H 1.1316 -2.1198 4.2543
H 2.3495 -2.1291 2.9665
H -0.1799 -3.5335 3.2606
H -1.6381 -5.0959 2.7137
H -3.1634 -6.2453 1.1473
H -3.6062 -5.2169 -1.0744
H -2.5814 -3.0575 -1.6811
O -3.0602 2.2456 -3.0910
C -3.0194 3.1535 -2.1042
C -4.0471 4.0969 -2.0458
C -4.0529 5.0667 -1.0625
C -3.0377 5.1194 -0.1097
C -2.0325 4.1730 -0.1545
C -2.0005 3.1808 -1.1351
C -0.9462 2.1389 -1.0623
O -0.2345 2.0726 0.0157
N -0.8504 1.3206 -2.0823
N 0.0356 0.2644 -1.8700
C 0.2947 -0.4721 -2.8802
C 1.0331 -1.7276 -2.8326
C 0.9615 -2.5112 -3.9936
C 1.4962 -3.7794 -4.0574
C 2.1213 -4.2923 -2.9203
C 2.2265 -3.5420 -1.7694
C 1.7139 -2.2350 -1.6895
O 1.8897 -1.5366 -0.5934
H -2.2331 1.7035 -3.0128
H -4.8252 4.0477 -2.7959
H -4.8548 5.7945 -1.0396
H -3.0411 5.8790 0.6604
H -1.2564 4.1675 0.6008
H -0.1230 -0.1808 -3.8459
H 0.4466 -2.1005 -4.8555
H 1.4213 -4.3664 -4.9621
H 2.5338 -5.2942 -2.9390
H 2.7217 -3.9332 -0.8896
I -2.6590 4.1862 3.9090
C -2.8517 2.5265 2.6753
C -4.0141 2.2999 1.9535
C -4.0570 1.1943 1.1254
C -2.9444 0.3686 1.0417
N -1.8226 0.5962 1.7249
C -1.7856 1.6581 2.5293
H -4.8533 2.9783 2.0248
H -4.9334 0.9783 0.5302
H -2.9279 -0.4921 0.3855
H -0.8564 1.8440 3.0567
O 1.7619 3.5713 -0.9906
N 1.6841 2.9925 -0.0517

Lowest unoccupied orbital energy (spin up / spin down), eV: -0.75 / -0.75
Spin multiplicity: 7
Energy above the lowest of the compared OMol25 structures with the same formula, charge and spin, kcal per mole: 0.00

C35H29AsF5N5OS3Tc as an isolated structure at a distorted geometry. Source: the Open Molecules 2025 dataset; level of theory: ωB97M-V/def2-TZVPD.

Element x y z (Å)
Tc -0.4232 1.3368 -0.3286
C -3.9414 2.8329 -2.3206
C -2.8505 2.5112 -1.3536
N -1.7921 1.7409 -1.7038
N -1.7343 1.3402 -2.9915
C -0.6842 0.6775 -3.3440
N -0.5693 0.1996 -4.6209
S 0.6135 0.3014 -2.2319
C -2.7964 2.9873 -0.0362
C -3.8237 3.7037 0.6245
C -3.6537 4.1057 1.9188
C -2.4478 3.7970 2.5768
C -1.4960 3.0695 1.9045
N -1.6335 2.6714 0.6382
H -3.5710 2.6987 -3.3327
H -4.2852 3.8560 -2.1848
H -4.7843 2.1578 -2.1738
H -1.1679 0.6439 -5.3000
H 0.3685 -0.0042 -4.9253
H -4.7432 3.8983 0.1013
H -4.4342 4.6417 2.4386
H -2.2759 4.1222 3.5913
H -0.5713 2.7718 2.3871
F -1.7058 -2.6823 -6.7020
C -1.9937 -2.4149 -5.4192
C -3.1225 -1.6769 -5.0897
F -3.9433 -1.2573 -6.0637
C -3.4137 -1.3714 -3.7667
F -4.5190 -0.6663 -3.5233
C -2.5773 -1.8001 -2.7292
S -2.7562 -1.5099 -0.9983
C -1.4536 -2.5574 -3.0875
F -0.6351 -3.0052 -2.1218
C -1.1569 -2.8641 -4.4011
F -0.0709 -3.5920 -4.6973
O 1.3889 1.4933 1.0191
As 2.3830 0.1987 1.1665
C 1.4434 -1.3450 1.8700
C 0.7538 -2.1954 1.0194
C 0.0060 -3.2298 1.5559
C -0.0691 -3.3965 2.9303
C 0.6013 -2.5292 3.7795
C 1.3566 -1.4969 3.2482
C 3.3536 -0.2334 -0.4550
C 3.6572 -1.5327 -0.8301
C 4.4089 -1.7528 -1.9711
C 4.8654 -0.6834 -2.7216
C 4.5791 0.6163 -2.3344
C 3.8213 0.8411 -1.1989
C 3.7760 0.6666 2.4316
C 4.7312 -0.2807 2.7808
C 5.7428 0.0569 3.6615
C 5.8137 1.3441 4.1735
C 4.8739 2.2937 3.8112
C 3.8480 1.9522 2.9455
H 0.7939 -2.0535 -0.0550
H -0.5278 -3.8942 0.8955
H -0.6435 -4.2133 3.3436
H 0.5323 -2.6536 4.8503
H 1.8968 -0.8059 3.8899
H 3.3043 -2.3653 -0.2367
H 4.6362 -2.7620 -2.2768
H 5.4487 -0.8641 -3.6114
H 4.9444 1.4503 -2.9180
H 3.5678 1.8504 -0.8795
H 4.6699 -1.2778 2.3575
H 6.4802 -0.6778 3.9512
H 6.6086 1.6046 4.8560
H 4.9387 3.2981 4.2026
H 3.0885 2.6721 2.6557
S -4.2225 -0.2782 -0.5732
C -3.4464 -2.0749 2.5905
C -3.0063 -0.6141 2.6999
C -1.9644 -0.2599 1.7749
N -1.1913 0.1154 0.9927
H -4.2252 -2.2684 3.3230
H -2.6124 -2.7470 2.7686
H -3.8449 -2.2672 1.5990
H -2.6614 -0.3984 3.7158
H -3.8555 0.0379 2.4681

Lowest unoccupied orbital energy (spin up / spin down), eV: -0.71 / -0.68
Spin multiplicity: 2
Energy above the lowest of the compared OMol25 structures with the same formula, charge and spin, kcal per mole: 13.69

C35H29ClN3PRuTe4 as an isolated structure at a distorted geometry. Source: the Open Molecules 2025 dataset; level of theory: ωB97M-V/def2-TZVPD.

Element x y z (Å)
Ru 0.2145 -2.1135 0.5432
C -1.9668 -2.7733 -2.1790
C -2.6101 -2.2082 -0.9574
C -3.9992 -2.0739 -0.9632
C -4.6487 -1.4743 0.0868
C -3.8802 -0.9625 1.1176
C -2.5128 -1.1327 1.0797
N -1.8681 -1.7942 0.0903
C -1.6453 -0.5436 2.1194
C -2.1141 0.0707 3.2700
C -1.2018 0.5818 4.1778
C 0.1507 0.4614 3.9172
C 0.5440 -0.1874 2.7573
N -0.3376 -0.6793 1.8868
C 1.9511 -0.5105 2.4591
C 2.9824 0.3436 2.7822
C 4.2782 -0.1102 2.5931
C 4.4728 -1.3975 2.1417
C 3.3813 -2.1988 1.8041
C 3.5982 -3.6021 1.3478
N 2.1217 -1.7356 1.9280
H -2.5259 -2.4555 -3.0604
H -1.9773 -3.8617 -2.1590
H -0.9343 -2.4487 -2.2696
H -4.5483 -2.4297 -1.8250
H -5.7258 -1.3724 0.0969
H -4.3496 -0.4352 1.9330
H -3.1717 0.1354 3.4708
H -1.5473 1.0472 5.0915
H 0.8954 0.8353 4.6055
H 2.7742 1.3373 3.1547
H 5.1231 0.5277 2.8186
H 5.4711 -1.8007 2.0396
H 4.6582 -3.8484 1.3574
H 3.2133 -3.7580 0.3444
H 3.0585 -4.2914 1.9989
Te -0.3312 -3.6432 2.6077
Te -1.8881 -5.6738 1.8411
Te -0.8406 -6.1682 -0.5387
Te 0.8917 -4.1995 -0.9567
Cl 2.4551 -0.9867 -1.0243
C 1.9474 -0.1365 -2.4828
C 2.6571 -0.3748 -3.6465
C 2.2998 0.3197 -4.7907
C 1.2675 1.2484 -4.7445
C 0.5767 1.4652 -3.5634
C 0.8900 0.7599 -2.4001
P -0.0611 0.8436 -0.8394
C -1.5931 1.6849 -1.3918
C -2.3764 0.9628 -2.2971
C -3.5569 1.4846 -2.7974
C -3.9839 2.7438 -2.3909
C -3.2171 3.4680 -1.4921
C -2.0277 2.9448 -0.9957
C 0.8672 2.1073 0.1067
C 0.3141 2.6118 1.2853
C 1.0054 3.5289 2.0633
C 2.2751 3.9452 1.6845
C 2.8374 3.4493 0.5164
C 2.1382 2.5407 -0.2669
H 3.4681 -1.0902 -3.6525
H 2.8340 0.1395 -5.7143
H 0.9927 1.7975 -5.6352
H -0.2190 2.1986 -3.5376
H -2.0388 -0.0103 -2.6398
H -4.1413 0.9132 -3.5079
H -4.9020 3.1607 -2.7838
H -3.5354 4.4541 -1.1790
H -1.4358 3.5448 -0.3177
H -0.6733 2.2909 1.6031
H 0.5491 3.9229 2.9631
H 2.8227 4.6509 2.2961
H 3.8178 3.7825 0.2006
H 2.5908 2.1773 -1.1809

Net charge: +1
Lowest unoccupied orbital energy (spin up / spin down), eV: -3.02 / -4.25
Spin multiplicity: 2
Energy above the lowest of the compared OMol25 structures with the same formula, charge and spin, kcal per mole: 17.14

C35H30BrN2P2Tc as an isolated structure. Source: the Open Molecules 2025 dataset; level of theory: ωB97M-V/def2-TZVPD.

Element x y z (Å)
Tc -0.5890 -0.6480 -0.9648
N 1.9854 -2.3249 -1.0609
P 0.8530 -2.2638 0.1743
C 0.2475 -3.9128 0.3205
C 0.2051 -4.5648 1.5576
C -0.2767 -5.8623 1.6237
C -0.7175 -6.5011 0.4735
C -0.6760 -5.8538 -0.7595
C -0.1984 -4.5620 -0.8411
C 1.5179 -1.5820 1.6664
C 0.6971 -1.4473 2.7954
C 1.2434 -0.9831 3.9781
C 2.5936 -0.6497 4.0388
C 3.4050 -0.7712 2.9192
C 2.8725 -1.2349 1.7259
C 2.1987 -1.3122 -1.9766
C 3.3131 -1.3269 -2.8093
C 3.4743 -0.3016 -3.7131
C 2.5349 0.7315 -3.7582
C 1.4671 0.6775 -2.9075
N 1.2642 -0.3400 -2.0283
H 2.6179 -3.1165 -1.0857
H 0.5727 -4.0911 2.4564
H -0.2945 -6.3798 2.5729
H -1.0880 -7.5161 0.5308
H -1.0097 -6.3648 -1.6520
H -0.1602 -4.0724 -1.8084
H -0.3532 -1.7177 2.7569
H 0.6248 -0.8914 4.8608
H 3.0162 -0.2979 4.9708
H 4.4548 -0.5179 2.9772
H 3.5118 -1.3355 0.8578
H 4.0325 -2.1312 -2.7369
H 4.3290 -0.2936 -4.3771
H 2.6370 1.5618 -4.4414
H 0.7265 1.4579 -2.8934
C 2.4930 4.2886 0.1284
C 2.6062 2.9447 0.4687
C 1.5170 2.1040 0.3178
C 0.3160 2.6139 -0.1844
C 0.1959 3.9710 -0.5096
C 1.2948 4.7999 -0.3538
P -1.1324 1.5949 -0.1952
C -2.1127 1.7403 -1.6694
C -1.6161 2.3993 -2.8184
C -2.4023 2.5283 -3.9441
C -3.6965 2.0156 -3.9474
C -4.2134 1.3801 -2.8207
C -3.4346 1.2343 -1.6940
C -2.0834 1.6573 1.2953
C -3.2748 2.3893 1.3538
C -3.9259 2.5207 2.5698
C -3.3977 1.9366 3.7137
C -2.1974 1.2345 3.6574
C -1.5337 1.1011 2.4524
H 3.3437 4.9460 0.2500
H 3.5393 2.5611 0.8584
H 1.6037 1.0600 0.6035
H -0.7391 4.3843 -0.8671
H 1.2160 5.8502 -0.5997
H -0.6489 2.8807 -2.7953
H -2.0263 3.0493 -4.8139
H -4.3142 2.1248 -4.8296
H -5.2268 1.0028 -2.8315
H -3.8378 0.7343 -0.8248
H -3.6930 2.8669 0.4779
H -4.8459 3.0863 2.6266
H -3.9158 2.0397 4.6578
H -1.7782 0.8037 4.5565
H -0.5806 0.5848 2.4244
Br -2.5312 -1.6895 -0.1565

Net charge: +3
Lowest unoccupied orbital energy (spin up / spin down), eV: -11.17 / -10.75
Spin multiplicity: 4
Energy above the lowest of the compared OMol25 structures with the same formula, charge and spin, kcal per mole: 0.00

C35H30N11O4Ti as an isolated structure. Source: the Open Molecules 2025 dataset; level of theory: ωB97M-V/def2-TZVPD.

Element x y z (Å)
Ti 0.3396 2.4831 0.2221
N -1.0983 3.8295 -0.8911
C -0.4061 4.4914 -2.0199
C 1.0367 4.6976 -1.6184
O 1.7088 5.6141 -2.0258
N 1.4672 3.7395 -0.7191
C 2.8121 3.9174 -0.1670
C 2.9181 3.0030 1.0381
O 3.9351 2.6091 1.5261
O 1.6891 2.6518 1.4805
H -1.9715 3.4108 -1.1832
H -1.3579 4.5327 -0.2051
H -0.8510 5.4478 -2.2840
H -0.4343 3.8359 -2.8891
H 2.9686 4.9540 0.1433
H 3.6025 3.6796 -0.8792
C -0.5761 -1.2998 -4.5648
N -0.7265 -0.1355 -3.6854
C 0.1432 0.3922 -2.8282
N -0.4431 1.3282 -2.0916
C -1.7214 1.3015 -2.5696
N -1.9331 0.4415 -3.5342
C -1.3105 -2.4844 -3.9939
C -2.4514 -2.9860 -4.6014
C -3.1498 -4.0372 -4.0156
C -2.7275 -4.5723 -2.8110
C -1.5836 -4.0652 -2.1989
C -0.8723 -3.0363 -2.7995
C -1.1424 -4.5826 -0.9022
N -1.6780 -5.4596 -0.1345
N -0.8699 -5.5192 1.0125
C 0.0828 -4.6822 0.8208
O -0.0197 -4.0382 -0.3706
C 1.1887 -4.2832 1.6931
C 1.3878 -4.8903 2.9278
C 2.4120 -4.4369 3.7446
C 3.2166 -3.3754 3.3470
C 3.0211 -2.7747 2.1096
C 3.8927 -1.6215 1.6686
N 3.1584 -0.7167 0.7800
C 1.9652 -0.1808 0.9754
N 1.6373 0.5787 -0.0623
C 2.7318 0.4704 -0.8755
N 3.6627 -0.3232 -0.4112
C 2.0152 -3.2463 1.2824
H 0.4945 -1.4858 -4.6508
H -0.9610 -1.0236 -5.5434
H 1.1679 0.0690 -2.7706
H -2.5310 1.9132 -2.2092
H -2.8034 -2.5536 -5.5299
H -4.0353 -4.4290 -4.4972
H -3.2725 -5.3771 -2.3357
H 0.0254 -2.6579 -2.3229
H 0.7400 -5.6987 3.2396
H 2.5758 -4.9006 4.7080
H 3.9941 -3.0124 4.0089
H 4.7594 -1.9511 1.0989
H 4.2491 -1.0475 2.5232
H 1.3758 -0.3391 1.8639
H 2.8437 1.0066 -1.8048
H 1.8533 -2.8003 0.3102
C -2.0365 -1.2706 1.0284
C -2.7036 -0.9363 2.2013
C -2.5972 0.3471 2.6939
C -1.8324 1.2893 2.0137
N -1.1674 0.9577 0.8814
C -1.2824 -0.3004 0.4131
C -1.6592 2.6871 2.4523
C -2.3847 3.2420 3.5073
C -2.1687 4.5581 3.8728
C -1.2214 5.3177 3.1938
C -0.4970 4.7599 2.1502
C -0.7141 3.4408 1.7593
H -2.0996 -2.2610 0.5989
H -3.2984 -1.6739 2.7244
H -3.0973 0.6251 3.6091
H -0.7347 -0.5214 -0.4909
H -3.1252 2.6619 4.0428
H -2.7343 4.9931 4.6855
H -1.0450 6.3459 3.4836
H 0.2549 5.3640 1.6515

Net charge: +1
Lowest unoccupied orbital energy, eV: -3.40
Energy above the lowest of the compared OMol25 structures with the same formula, charge and spin, kcal per mole: 8.51

C35H31BCeN5O3Se as an isolated structure at a distorted geometry. Source: the Open Molecules 2025 dataset; level of theory: ωB97M-V/def2-TZVPD.

Element x y z (Å)
Ce -0.9798 -0.3061 0.6583
C 3.4773 0.2955 -12.6871
O 2.1903 -0.1289 -12.2551
C 1.9596 -0.1249 -10.9080
C 0.6802 -0.5378 -10.5334
C 0.3041 -0.5818 -9.1853
C 1.2077 -0.2109 -8.1813
C 2.4916 0.2002 -8.5698
C 2.8673 0.2442 -9.9189
C 0.8661 -0.2344 -6.7535
N 1.6768 0.0795 -5.7582
C 0.9529 -0.0738 -4.5961
C -0.3354 -0.4928 -4.8799
N -0.3648 -0.5877 -6.2488
C -1.2872 -0.7249 -3.8682
C -2.5898 -1.1507 -4.1899
C -3.4980 -1.3677 -3.1658
C -3.0723 -1.1523 -1.8707
N -1.8264 -0.7437 -1.5420
C -0.9113 -0.5216 -2.5154
C 0.3918 -0.0968 -2.2031
N 0.7796 0.1056 -0.9175
C 2.0432 0.5146 -0.6595
C 2.9951 0.7486 -1.6317
C 2.6289 0.5509 -2.9530
C 1.3216 0.1259 -3.2480
H 3.4979 0.2404 -13.7797
H 4.2601 -0.3683 -12.3053
H 3.6662 1.3359 -12.4024
H -0.0332 -0.8288 -11.3013
H -0.7033 -0.9122 -8.9553
H 3.2170 0.4937 -7.8115
H 3.8744 0.5711 -10.1549
H -1.1617 -0.8671 -6.7980
H -2.9032 -1.3138 -5.2153
H -4.5111 -1.6958 -3.3680
H -3.7397 -1.3057 -1.0271
H 2.2723 0.6529 0.3935
H 3.9937 1.0757 -1.3672
H 3.3472 0.7233 -3.7513
C -2.1563 0.4697 9.9962
C -3.2529 0.0345 9.0004
C -4.2704 1.1947 8.8833
C -4.0026 -1.1934 9.5611
C -2.6040 -0.3323 7.6492
C -1.6429 -1.3851 7.5948
C -1.0272 -1.7528 6.3876
C -1.3764 -1.0632 5.2343
O -0.8996 -1.2693 3.9988
B -1.5934 -0.2889 3.1955
O -2.4821 0.4769 4.0393
C -2.2964 -0.0483 5.2588
C -2.9261 0.3422 6.4379
H -2.6016 0.7368 10.9793
H -1.6110 1.3568 9.6074
H -1.4192 -0.3405 10.1742
H -4.7153 1.4290 9.8750
H -5.1032 0.9245 8.1986
H -3.7774 2.1187 8.5111
H -4.4768 -0.9523 10.5373
H -3.3183 -2.0511 9.7266
H -4.7993 -1.5151 8.8558
H -1.3648 -1.9276 8.4877
H -0.2992 -2.5528 6.3563
H -3.6414 1.1493 6.3883
Se 1.3634 0.5321 2.1408
C 2.9047 1.1021 3.1279
C 3.8577 1.9271 2.5248
C 4.9732 2.3335 3.2615
N 5.1234 1.9267 4.5509
C 4.2074 1.1234 5.1563
C 3.0785 0.6955 4.4533
H 3.7361 2.2499 1.4988
H 5.7190 2.9725 2.8080
H 4.3550 0.8169 6.1832
H 2.3483 0.0566 4.9331
H -3.0546 -0.9264 0.8520

Lowest unoccupied orbital energy (spin up / spin down), eV: -1.55 / -1.54
Spin multiplicity: 2